Entry 1:
An isolated molecule of C26H30N6O2S, computed with the ωB97M-V functional and the def2-TZVPD basis.

Cartesian coordinates (Å):
C  8.11746  -1.91567  0.04737
C  6.92781  -1.00848  -0.00993
C  6.47776  -0.37217  1.14474
C  5.39233  0.48301  1.10219
C  4.75142  0.69956  -0.10184
S  3.35985  1.81440  -0.14360
O  2.74613  1.75550  -1.43887
O  3.76626  3.09109  0.36599
N  2.36060  1.18148  1.04721
C  1.38708  0.21636  0.77510
C  1.66300  -0.77617  -0.17511
C  0.73874  -1.75251  -0.48891
C  -0.47218  -1.72557  0.18161
C  -0.74742  -0.74253  1.15984
C  0.18459  0.23906  1.46164
N  -2.01438  -0.92720  1.63777
C  -2.50481  -1.94537  0.98451
C  -3.90880  -2.39216  1.15832
C  -4.85414  -1.93334  0.00992
N  -4.76415  -0.56218  -0.42969
C  -3.69052  -0.28908  -1.36732
C  -3.87779  1.12400  -1.92442
N  -3.81703  2.07677  -0.84229
C  -2.61551  2.50510  -0.33092
C  -1.40055  2.40591  -1.03261
C  -0.26090  2.94727  -0.48004
C  -0.33421  3.57684  0.75800
C  -1.56935  3.61796  1.37694
N  -2.67076  3.10287  0.86291
C  -4.90514  1.83441  0.08357
C  -4.80536  0.41585  0.65280
N  -1.61139  -2.49739  0.10404
C  -1.80187  -3.60743  -0.78313
C  5.18030  0.08436  -1.26021
C  6.26867  -0.77034  -1.21074
H  8.17816  -2.53823  -0.84122
H  8.07235  -2.55512  0.92623
H  9.03058  -1.32418  0.11294
H  6.98619  -0.55048  2.08085
H  5.03481  0.98759  1.98517
H  2.06581  1.89782  1.69345
H  2.61359  -0.75480  -0.68150
H  0.95931  -2.49843  -1.23755
H  -0.03774  1.00063  2.19133
H  -3.96714  -3.48054  1.22979
H  -4.25716  -1.96499  2.09835
H  -4.69307  -2.56558  -0.86771
H  -5.87988  -2.09934  0.35778
H  -3.74322  -1.02250  -2.17727
H  -2.69051  -0.33290  -0.90913
H  -3.13069  1.34352  -2.68536
H  -4.86934  1.20446  -2.37988
H  -1.33552  1.91203  -1.98806
H  0.68121  2.86955  -1.00261
H  0.54015  4.01694  1.21261
H  -1.69806  4.08566  2.34620
H  -4.83983  2.56296  0.88974
H  -5.84493  1.95976  -0.46139
H  -5.68539  0.20057  1.26348
H  -3.90789  0.36314  1.28420
H  -2.02130  -3.26327  -1.79828
H  -0.89383  -4.21180  -0.80904
H  -2.62719  -4.22533  -0.43368
H  4.65438  0.28403  -2.18094
H  6.61037  -1.25536  -2.11333

Output
SMILES string = Cc1ccc(S(=O)(=O)Nc2ccc3c(c2)nc(CCN2CCN(c4ccccn4)CC2)n3C)cc1

Here are the Mulliken charges for atoms 1 to 5, given in e: -1.469, 0.990, -0.835, -0.617, -0.045


Entry 2:
A cluster of 2 separate species, C4H6O in total, computed with the ωB97M-V functional and the def2-TZVPD basis.

Cartesian coordinates (Å):
C  -1.78165  0.50586  -0.25317
C  -0.96697  -0.52803  0.46133
C  2.37076  -0.06512  -0.01365
C  -1.18509  -0.57390  -1.04034
O  2.46815  1.08327  0.29225
H  -2.78771  0.79216  -0.24248
H  -1.21801  1.41975  -0.34523
H  -0.02911  -0.06605  0.72808
H  -1.55650  -1.46249  0.86314
H  3.16088  -0.44151  -0.59696
H  1.52526  -0.66393  0.14703

Here are the Mulliken charges for atoms 1 to 5, given in e: -0.525, -0.301, -0.055, -0.137, -0.388


Entry 3:
A structure of composition C16H14Br2N4O6PdS5, computed with the ωB97M-V functional and the def2-TZVPD basis.

Cartesian coordinates (Å):
Pd  0.91359  0.08290  1.19495
Br  1.23011  2.82957  2.31797
C  3.10276  2.41875  2.23325
Br  3.39518  0.49570  2.31084
H  3.60021  2.85854  3.08847
H  3.49611  2.76476  1.28642
C  -0.05422  -5.13160  1.93929
S  -0.34310  -5.58420  0.22122
C  0.17773  -4.40500  -0.84782
C  0.86495  -3.10809  -0.60091
S  1.31566  -2.55859  0.86380
S  1.15912  -2.18637  -2.03328
C  0.47537  -3.27888  -3.21502
S  0.40083  -3.02367  -4.78855
S  -0.15724  -4.76300  -2.47599
H  -0.45640  -5.99502  2.46917
H  -0.59976  -4.23372  2.21086
H  1.00857  -5.03080  2.14003
C  -2.96453  -0.46480  4.93380
N  -1.65500  -0.63174  4.30941
C  -0.53663  -1.15878  4.90114
C  0.46630  -1.07818  3.98621
N  -0.04036  -0.50264  2.84608
C  -1.32090  -0.24519  3.07442
H  -3.01398  -1.10784  5.80730
H  -3.74166  -0.75507  4.23178
H  -3.10235  0.57022  5.23766
H  -0.54843  -1.52769  5.91142
H  1.49953  -1.36162  4.08064
H  -2.00315  0.20915  2.37384
O  -0.60902  0.52987  -0.30198
C  0.32934  1.05446  -0.96662
O  1.52820  0.88404  -0.53357
C  0.08755  1.83053  -2.19318
C  -1.21964  2.13101  -2.56168
C  -1.42307  2.86134  -3.71457
C  -0.38336  3.29877  -4.51529
C  0.90032  2.97609  -4.11345
C  1.16347  2.25407  -2.96722
N  2.04341  3.42061  -4.94870
O  3.15124  3.14346  -4.54093
O  1.77834  4.02881  -5.95696
N  -2.81576  3.18305  -4.11091
O  -2.96133  3.81365  -5.12949
O  -3.69354  2.78320  -3.37596
H  -2.06350  1.81092  -1.96839
H  -0.56555  3.86746  -5.41574
H  2.18461  2.03155  -2.69377

Output
charge = +2

Here are the Mulliken charges for atoms 1 to 5, given in e: 0.578, -0.066, -0.506, -0.057, 0.412


Entry 4:
A cluster of 2 separate species, C3H9N3O in total, computed with the ωB97M-V functional and the def2-TZVPD basis.

Cartesian coordinates (Å):
O  1.54398  -0.99561  0.43139
C  0.46175  -0.74447  1.15935
N  0.14625  -1.46161  2.16966
C  -0.36231  0.45861  1.00256
N  -0.27912  1.53969  0.15491
C  -0.26061  1.04019  -1.22500
N  1.05065  0.84900  -1.61273
H  0.73573  -2.28605  2.19948
H  -2.13334  -1.61450  -0.28719
H  -1.90643  -2.27608  -0.18968
H  -0.97706  0.62499  1.82157
H  0.68380  1.93906  0.22787
H  -0.75296  1.78773  -1.77167
H  -0.96198  0.17857  -1.21940
H  1.30291  1.37564  -2.44928
H  1.70873  -0.41518  -0.41182

Here are the Mulliken charges for atoms 1 to 5, given in e: -0.553, 0.634, -0.625, -0.370, -0.406


Entry 5:
A cluster of 6 separate species, H12O6 in total, computed with the ωB97M-V functional and the def2-TZVPD basis.

Cartesian coordinates (Å):
O  2.73352  -6.15132  6.85513
H  2.55927  -6.18840  7.79560
H  3.14857  -6.99024  6.65469
O  4.78606  -8.40507  7.51474
H  4.50481  -8.45111  8.42853
H  4.37049  -9.15965  7.09743
O  2.33696  -8.85038  9.99104
H  3.17715  -9.01183  10.42027
H  2.33345  -7.90920  9.81673
O  6.47576  -11.33216  6.69197
H  6.69025  -11.39112  7.62296
H  5.56610  -11.03482  6.67363
O  3.68195  -10.78727  6.56650
H  2.93808  -10.43393  6.07861
H  3.28960  -11.38616  7.20181
O  7.33523  -7.49270  7.48781
H  7.27348  -6.95621  8.27812
H  6.49133  -7.94142  7.43581

Output
spin multiplicity = 2
⟨S²⟩ = 0.75
charge = -1

Here are the Mulliken charges for atoms 1 to 5, given in e: -0.988, 0.392, 0.358, -0.671, 0.182


Entry 6:
A structure of composition C28H27CoN4O2S, computed with the ωB97M-V functional and the def2-TZVPD basis.

Cartesian coordinates (Å):
Co  -0.04562  0.40363  -0.78099
O  -1.66703  -0.14281  -1.84946
C  -2.61791  0.69217  -2.16215
C  -3.36262  0.50086  -3.34603
C  -4.36995  1.36440  -3.70242
C  -4.70111  2.46776  -2.90116
C  -3.99282  2.66989  -1.74391
C  -2.95742  1.80408  -1.34951
C  -2.30139  2.09268  -0.09813
N  -1.34605  1.43951  0.45604
C  -0.89488  1.96378  1.74866
C  0.36791  1.27259  2.25808
N  1.27175  0.76956  1.17820
C  2.28040  1.79310  0.97769
C  2.51208  2.65127  -0.10193
C  3.52092  3.64582  0.09976
C  3.86809  4.55275  -0.86383
C  3.21255  4.51704  -2.10590
C  2.23677  3.57358  -2.34661
C  1.85606  2.62336  -1.38424
O  0.93389  1.75449  -1.69351
H  -3.09387  -0.33991  -3.97494
H  -4.91309  1.19345  -4.62426
H  -5.49407  3.14397  -3.19045
H  -4.22971  3.51572  -1.10553
H  -2.68634  2.97422  0.42666
H  -1.67706  1.79673  2.49264
H  -0.73793  3.04169  1.67927
H  0.11090  0.45808  2.92364
H  0.92775  1.99201  2.85523
H  2.89959  1.93843  1.86020
H  4.01851  3.66869  1.06453
H  4.63611  5.29026  -0.66712
H  3.47581  5.22832  -2.88041
H  1.72719  3.52635  -3.30225
C  -2.35326  -3.82013  -0.93515
N  -1.37299  -2.78463  -1.17888
C  -0.06845  -2.96246  -1.06145
N  0.36544  -4.17481  -0.66397
S  1.07837  -1.74586  -1.40715
H  -3.33102  -3.44018  -1.21750
H  -2.38960  -4.10373  0.12075
H  -2.14480  -4.71054  -1.53235
H  -1.67376  -1.84968  -1.48227
H  -0.26006  -4.80936  -0.19620
H  1.33793  -4.22376  -0.40937
C  -0.56384  -3.78735  2.84123
C  -1.18010  -2.59898  2.38736
C  -0.42231  -1.55107  1.94966
C  1.00145  -1.60761  1.94400
C  1.84137  -0.52437  1.51413
C  3.17914  -0.75079  1.34515
C  3.76279  -1.99645  1.66268
C  3.00811  -3.00904  2.16967
C  1.60813  -2.83508  2.31276
C  0.79457  -3.89983  2.78748
H  -1.16885  -4.60274  3.21953
H  -2.26156  -2.51719  2.38588
H  -0.92558  -0.66865  1.57667
H  3.80427  0.03760  0.94915
H  4.82725  -2.13105  1.51207
H  3.45603  -3.95434  2.45670
H  1.28390  -4.81542  3.10352

Output
spin multiplicity = 5
⟨S²⟩ = 6.04

Here are the Mulliken charges for atoms 1 to 5, given in e: 1.816, -1.037, 0.217, -0.669, -0.428


We obtain energy above the lowest of the compared OMol25 structures with the same formula, charge and spin values of 100.9 538.0 0.0 668.9 50.8 0.0 kJ/mol for the records listed above, in that order.
We obtain E values of -51320.435 -6286.342 -232783.425 -9768.607 -12479.550 -87992.914 eV for the records listed above, in that order.